No. 1
DFT (the ωB97M-V functional and the def2-TZVPD basis) results for C30H50I2N7O7P2SbSi3Ti as an isolated structure.

Results
Kohn-Sham gap ... 0.20140 hartree
Total energy ... -5319.70404 Ha
Total charge ... 0

Geometry as XYZ:
```
103
Properties=species:S:1:pos:R:3:forces:R:3
I 5.43928 0.39816 -1.09828 0.20 0.14 -0.18
I 6.17737 -1.68670 2.30607 -0.06 -0.05 0.05
Sb -0.59261 1.50493 1.26248 -0.06 0.05 0.00
Ti 2.60159 -0.55914 -1.69033 0.19 0.03 -0.17
P 3.41474 -1.90040 -4.66743 -0.24 -0.09 -0.08
P 2.49509 -3.77322 -2.55958 0.03 0.08 -0.03
Si -3.20647 3.36681 0.78749 -0.01 -0.06 0.01
Si 0.49811 -2.09437 1.31993 0.05 -0.02 -0.09
Si -3.99721 0.61604 2.16535 -0.03 -0.01 0.02
O 1.21734 -4.19970 -3.36434 0.03 0.04 0.03
O 3.31752 -0.81721 -3.62307 0.07 0.11 0.14
O 3.82402 -4.54172 -4.65719 0.01 0.04 0.03
O 4.26574 -1.82729 -5.86501 0.08 0.02 0.06
O 2.83302 -4.99964 -1.64247 -0.02 0.06 0.06
O 2.29450 -2.57163 -1.68527 -0.08 0.09 0.07
O 1.86373 -2.20739 -5.14584 0.04 0.07 0.08
N 1.24899 -0.05869 -0.49842 -0.14 0.21 0.02
N 0.25332 2.58005 -2.75523 0.01 0.06 0.10
N 3.21104 2.65513 0.24118 0.00 0.04 0.00
N 0.73343 0.43750 -3.24705 -0.06 0.10 0.05
N -1.86884 0.18357 -0.80805 0.03 0.00 0.09
N 3.51058 1.76878 1.26100 0.01 -0.04 0.02
N -0.19590 2.24488 -3.98769 0.01 0.01 -0.01
C 3.94451 2.30490 2.37428 -0.10 0.02 0.02
C 3.97806 1.62264 3.61144 0.07 -0.04 -0.07
C -2.95509 0.84652 -0.39198 0.07 -0.08 -0.07
C 5.16407 -3.29727 -3.02769 0.01 0.00 0.01
C 0.87922 -0.23523 0.90685 -0.07 -0.07 0.11
C 2.01770 0.13169 3.16025 0.05 0.03 -0.04
C -4.16918 1.51081 3.80762 -0.01 -0.02 0.00
C 0.10062 0.97205 -4.26399 -0.01 -0.09 -0.05
C -5.74555 0.47270 1.48048 -0.05 0.02 0.01
C 2.04209 0.06711 1.79927 0.05 -0.02 0.00
C 0.80431 1.46224 -2.33848 -0.21 0.00 -0.25
C -3.46204 -1.15415 2.47932 0.01 0.00 0.00
C 2.10826 -3.04047 1.45856 -0.02 0.02 0.03
C -4.09913 0.90077 -1.19913 -0.02 0.01 0.00
C -5.04307 3.78129 0.80645 0.03 0.06 0.04
C 3.78393 -0.40947 -0.06078 -0.16 0.01 0.06
C -0.57889 -2.89504 0.02094 -0.01 -0.04 0.01
C 2.38598 2.32688 -0.69194 0.06 0.05 -0.07
C -2.83445 1.49348 0.94786 0.08 0.03 0.02
C 3.07615 0.65483 3.96128 -0.02 -0.07 0.01
C 1.57340 1.20989 -1.11212 0.07 -0.46 0.23
C 3.41223 0.30406 1.21955 0.09 -0.06 0.03
C 3.82004 -3.44492 -3.74351 0.05 -0.11 -0.03
C -1.89206 -0.46838 -1.96976 -0.02 0.00 -0.03
C -2.51438 3.99809 -0.83285 -0.02 0.02 -0.02
C -2.99326 -0.48282 -2.80421 0.04 -0.01 0.00
C -2.45038 4.35132 2.19777 0.00 0.05 -0.04
C -0.74089 1.58793 3.42157 0.03 0.02 0.02
C -4.11527 0.23203 -2.40606 -0.02 0.01 -0.01
C -0.28118 -2.27580 3.02056 0.03 0.00 -0.02
H -2.79623 -1.52852 1.69977 0.02 0.00 -0.02
H 1.86883 -4.08173 1.69726 -0.02 0.00 0.00
H -2.83223 4.05370 3.17509 -0.01 0.00 0.00
H 4.17699 3.36042 2.30964 0.01 0.00 -0.04
H 5.45517 -4.25185 -2.59054 0.00 0.01 0.02
H 2.72209 -2.65771 2.27814 0.05 -0.03 -0.03
H -4.33909 -1.80504 2.50417 -0.01 0.01 0.00
H -0.15434 0.48577 -5.19127 0.01 0.00 -0.01
H -1.40880 2.42311 3.62281 -0.01 -0.03 -0.01
H -4.94340 0.99519 4.38265 0.00 -0.01 0.00
H 2.29664 3.14895 -1.39980 0.00 -0.03 0.00
H -2.64073 5.08347 -0.87658 0.00 0.00 -0.01
H -1.58025 -2.47184 -0.02937 -0.04 0.04 -0.02
H -1.36041 4.30302 2.22333 -0.01 0.01 -0.01
H 4.16056 -0.04656 1.94368 -0.01 0.04 0.03
H -3.25857 1.49806 4.40437 -0.01 0.02 -0.01
H -1.14827 0.70071 3.90152 0.02 -0.08 -0.02
H -0.67095 -3.95297 0.28633 -0.01 0.01 -0.01
H -6.35796 0.03864 2.27661 -0.01 0.00 0.00
H -0.95943 -3.13255 3.01326 0.00 0.00 0.00
H 1.87777 -2.37516 -6.09557 0.01 -0.02 -0.10
H -5.60147 3.35063 -0.02549 0.02 0.00 0.00
H -0.85531 -1.41420 3.34338 -0.04 0.09 0.03
H 3.07542 0.36356 5.00557 -0.01 0.00 0.00
H -4.96648 1.45381 -0.87163 0.01 0.00 -0.01
H -0.97958 -0.98605 -2.23092 0.00 -0.04 0.01
H 0.22749 1.82718 3.85447 -0.03 0.01 -0.03
H -2.97042 -1.03479 -3.73406 0.00 0.00 0.00
H -5.79741 -0.20611 0.62810 0.00 -0.01 0.01
H 2.90304 -5.84811 -2.09626 0.00 -0.08 -0.07
H -5.53741 3.49005 1.73441 0.01 0.02 0.00
H -4.49092 2.54701 3.69467 -0.01 0.01 -0.01
H -5.00028 0.26319 -3.02974 0.00 0.00 0.00
H 4.12109 -1.40979 0.24286 0.08 0.06 0.09
H -1.45349 3.77681 -0.95549 0.03 -0.02 0.01
H 5.92172 -2.99560 -3.75215 -0.01 0.00 -0.01
H 1.13455 -0.17155 3.70382 -0.04 -0.07 -0.06
H 0.49387 -2.47663 3.76227 0.00 0.02 0.00
H -0.67600 2.92219 -4.55526 0.01 -0.01 0.03
H 4.34069 -4.25675 -5.42590 0.00 -0.01 0.00
H 4.63324 2.02140 4.37235 0.00 0.03 0.00
H -2.72151 5.39990 2.04584 0.00 0.00 0.00
H -5.12610 4.86872 0.72065 -0.01 0.01 0.00
H 1.12242 -3.61083 -4.14421 -0.04 -0.02 -0.03
H 2.71985 -3.04908 0.56075 -0.02 -0.03 0.03
H 5.13977 -2.54308 -2.24074 -0.01 -0.01 0.01
H -2.95145 -1.26255 3.43564 0.01 0.00 0.01
H -6.20250 1.42181 1.19688 0.02 -0.08 0.01
H -3.04247 3.56781 -1.68728 -0.01 0.00 0.01
H -0.12198 -2.84251 -0.96781 -0.04 0.05 0.03
```
Forces are in eV/Å.

Atomic partial charges in e from the Löwdin method, atoms 1 to 2: I 1.001; I -0.341



No. 2
DFT (the ωB97M-V functional and the def2-TZVPD basis) results for a 5-piece molecular cluster, C30H50N2O10Si overall in a non-equilibrium geometry.

Results
SMILES ... C[Si](C)(C)OCCc1cc2c(cc1CC(=O)O)C(=O)N(C[C@@H](O)CN)C2=O.CC(C)=O.CC(C)=O.CC(C)=O.CC(C)=O
Kohn-Sham gap ... 0.32410 hartree
Total energy ... -2324.60556 Ha
Total charge ... 0

Geometry as XYZ:
```
93
Properties=species:S:1:pos:R:3:forces:R:3
Si 5.90135 -0.37569 1.47644 0.99 -0.97 -0.07
O -2.15542 0.04883 -3.01251 0.21 0.17 0.04
O 0.74777 4.16529 -1.59645 -0.16 -0.28 -0.12
O 4.43708 0.35363 1.73764 0.34 0.21 -0.21
O -1.02644 7.24046 2.01001 -0.01 -0.01 0.02
O 3.35628 -4.22057 0.07244 -0.02 -0.03 0.02
O -4.48817 0.01197 1.58050 -0.08 -0.07 -0.22
O -0.14295 -0.98717 4.58734 -0.19 0.14 0.41
O -4.63569 -2.80397 -5.64569 -0.08 -0.18 -0.16
O 0.93298 2.20074 -2.63834 -0.24 -0.97 0.34
O -1.88030 -1.17326 0.47686 -0.59 0.12 0.22
N -1.61939 -0.88252 2.78637 0.16 -0.59 0.21
N -4.60509 -2.65695 1.05870 0.08 -0.48 0.08
C 3.36400 2.44671 2.08054 -0.02 -0.85 -0.31
C 0.40193 0.25278 2.59797 0.24 -0.08 0.39
C -3.89053 1.39156 -2.10569 0.26 -0.03 0.09
C 2.24806 -4.13212 0.54665 -0.06 0.03 0.02
C -0.41510 -0.58492 3.49571 -0.13 0.09 0.08
C -3.34728 0.24674 -2.92254 0.01 0.00 -0.05
C -4.18096 -2.29367 2.39280 -0.57 -0.10 -0.16
C -4.21522 -3.91331 -5.88021 0.01 -0.04 -0.02
C 0.35256 0.96628 0.31167 0.23 0.00 -0.14
C 5.68632 -1.72989 0.22488 -0.26 0.80 0.26
C -2.84436 -0.26427 3.31032 -0.55 -0.15 -0.31
C -4.16201 -0.77723 2.70387 0.77 -0.01 0.08
C 1.49520 1.72107 0.54388 -0.44 -0.17 -0.61
C 7.22488 0.77635 0.81320 -0.71 0.23 0.05
C -2.13763 8.01241 0.05596 -0.05 0.04 0.23
C 1.19417 3.04934 -1.62434 -0.29 0.82 0.17
C -1.33076 -0.66941 1.42457 0.32 0.55 -0.80
C 2.11050 2.56776 -0.54238 0.12 0.00 -0.06
C 1.53240 0.97219 2.83531 0.14 -0.19 0.43
C -0.15353 0.24396 1.35575 -0.88 -0.70 -0.25
C -0.13004 6.40801 -0.03257 -0.09 0.23 0.45
C -1.08752 7.22019 0.80225 0.06 0.04 -0.02
C 2.00279 -3.41988 1.85733 0.23 0.01 -0.05
C 6.58810 -1.17507 3.03649 -0.45 0.40 -0.12
C 1.04178 -4.72412 -0.14191 0.18 -0.04 -0.13
C -3.81180 -4.32780 -7.27404 -0.06 0.22 -0.02
C 2.08416 1.69192 1.80249 0.64 0.86 0.18
C 4.39128 1.46700 2.60040 -0.43 -0.04 0.59
C -4.06831 -4.94797 -4.79064 -0.08 0.20 0.11
C -4.34149 -0.64615 -3.61210 0.26 0.15 0.20
H -4.68298 -5.82007 -5.01736 0.11 -0.08 -0.05
H 1.98327 0.95503 3.80704 0.19 0.05 0.37
H -4.51837 0.98801 -1.30906 -0.15 0.14 -0.03
H -2.75995 8.54895 0.76776 0.00 0.00 0.02
H 5.57800 -1.28761 -0.75450 -0.19 0.02 -0.45
H -4.47906 2.06685 -2.72721 -0.15 -0.08 0.04
H -3.02543 -5.25651 -4.70634 -0.02 -0.12 -0.07
H -4.91819 -0.59252 3.44806 -0.40 0.31 0.20
H 3.75890 2.81611 1.15357 0.20 0.54 -0.22
H -3.84028 -2.69745 0.40862 0.07 0.25 -0.21
H 0.42912 7.06206 -0.70291 -0.08 -0.07 -0.15
H -4.94120 -0.06648 -4.31463 -0.14 -0.03 0.07
H 5.84578 -1.27849 3.81582 -0.28 -0.03 0.29
H -2.79389 0.79119 3.06682 -0.13 0.45 0.01
H 4.82580 -2.33872 0.44612 -0.29 -0.39 -0.05
H 7.19250 1.77782 1.22214 0.01 0.32 0.20
H 5.34812 1.95614 2.73455 0.43 0.16 -0.19
H -3.96746 -0.37423 0.86522 -0.03 0.11 -0.30
H -5.36390 -2.09409 0.71610 -0.07 0.09 -0.13
H 0.31973 -3.93884 -0.37198 -0.09 -0.02 0.11
H 2.94447 -3.04031 2.24693 0.02 0.02 0.00
H -4.41624 -5.17463 -7.60190 0.10 -0.10 0.03
H 7.10014 0.86945 -0.25734 0.04 0.06 -0.38
H 0.56980 -5.46717 0.50255 -0.11 0.09 0.05
H 1.56977 -4.10886 2.58390 -0.14 0.06 -0.01
H -4.39027 -4.52483 -3.84247 -0.01 0.01 0.01
H 8.20764 0.38195 1.01113 0.39 -0.27 0.07
H -2.75864 -4.61156 -7.29002 -0.03 -0.14 0.00
H 6.56804 -2.34844 0.20736 0.37 -0.31 0.04
H 1.35289 -5.20263 -1.06687 0.02 0.00 -0.02
H -1.65985 8.73069 -0.61168 -0.02 -0.08 -0.12
H -4.99751 -1.10826 -2.87212 -0.14 0.08 -0.05
H 7.42030 -0.62236 3.44370 0.33 0.22 0.19
H 4.09393 1.14076 3.59204 -0.01 -0.23 0.32
H -3.06556 1.94659 -1.66309 -0.01 0.00 0.03
H -2.89361 -0.32039 4.38532 0.42 -0.47 0.40
H -0.02858 2.06185 -2.67427 0.10 0.18 -0.57
H 2.95964 2.06187 -0.98455 0.27 -0.27 -0.12
H 2.45577 3.47318 -0.08319 0.29 0.45 0.09
H -3.22863 -2.76036 2.57925 0.46 0.00 0.05
H -3.82192 -1.42072 -4.15342 0.05 -0.06 -0.05
H 1.31916 -2.58214 1.70550 -0.10 -0.06 0.04
H 0.56697 5.88980 0.61950 0.01 -0.03 0.01
H -0.67441 5.67598 -0.61990 -0.01 0.05 -0.17
H -2.76590 7.34111 -0.53126 0.07 0.03 -0.13
H -3.96544 -3.49658 -7.95701 -0.01 0.02 0.00
H -0.13529 0.92668 -0.64054 -0.13 -0.04 -0.44
H -4.87724 -2.75231 3.07984 -0.21 -0.15 0.38
H 3.20678 3.24486 2.79038 -0.02 0.38 0.16
H 6.92966 -2.16969 2.79549 0.19 -0.38 -0.12
```
Forces are in eV/Å.

Atomic partial charges in e from the Löwdin method, atoms 1 to 2: Si 0.421; O 0.058